[1]
This record from the Open Molecules 2025 dataset describes a cluster of 15 separate species, H30O15 in total in a non-equilibrium geometry. The level of theory is ωB97M-V with the def2-TZVPD basis set.

```
! RIJCOSX wB97M-V def2-TZVPD def2/J DEFGRID3
* xyz 0 1
H 0.83 0.16 0.54
H -0.34 -0.64 -0.27
H -0.61 1.01 0.17
H -0.59 1.35 -1.31
H -4.17 -2.22 -1.54
H -5.08 -1.49 -0.70
H 0.86 -3.88 0.72
H 0.90 -3.81 -0.82
H 3.55 -0.57 0.26
H 4.16 0.33 -0.84
H 3.29 3.33 2.00
H 2.64 4.69 1.74
H -1.88 0.52 4.14
H -2.42 -0.09 2.92
H -0.17 2.68 1.81
H -1.72 2.79 1.64
H -1.61 -0.70 -4.07
H -1.90 -0.42 -2.64
H -2.42 -0.65 0.77
H -4.03 -0.81 0.87
H 2.65 3.85 -2.76
H 2.61 2.99 -1.53
H -3.06 1.30 -2.43
H -4.11 1.64 -1.43
H 4.34 -2.03 -0.08
H 5.32 -2.73 -0.93
H -0.47 0.29 2.28
H -0.29 -1.04 2.83
H 3.34 -3.05 -0.99
H 2.54 -2.47 0.27
O 0.12 -0.56 0.55
O -0.95 1.67 -0.48
O -5.07 -2.18 -1.41
O 0.33 -3.70 0.01
O 3.39 0.05 -0.45
O 2.60 3.83 1.47
O -2.30 -0.28 3.81
O -0.91 2.64 1.10
O -1.23 -0.21 -3.36
O -3.26 -0.53 1.36
O 2.29 3.11 -2.41
O -3.99 1.69 -2.38
O 5.24 -2.38 -0.12
O -0.86 -0.62 2.21
O 2.46 -2.85 -0.55
*
```

Summary:
ΔE to the lowest compared entry with this formula, charge and spin   10.9452 eV
HOMO   -0.30031 Eh

natural (NBO) population analysis, charges in e, atoms 1 to 5:
1 H 0.474
2 H 0.476
3 H 0.468
4 H 0.444
5 H 0.453

***

[2]
This record from the Open Molecules 2025 dataset describes the molecule C15H20N2O4S. The level of theory is ωB97M-V with the def2-TZVPD basis set.

```
! RIJCOSX wB97M-V def2-TZVPD def2/J DEFGRID3
* xyz 0 1
C 4.98 1.01 1.82
S 4.75 0.92 0.03
O 5.87 0.23 -0.54
O 4.43 2.23 -0.46
N 3.40 -0.08 -0.05
C 3.47 -1.23 -0.93
C 2.51 -2.28 -0.39
C 1.14 -1.70 -0.18
C 0.02 -2.52 -0.12
C -1.24 -2.00 0.09
C -1.41 -0.63 0.22
N -2.66 -0.03 0.43
C -3.88 -0.60 0.49
O -4.14 -1.78 0.37
C -4.98 0.44 0.75
C -6.27 0.11 -0.03
C -6.48 1.33 -0.93
C -5.09 1.98 -0.93
O -4.57 1.75 0.36
C -0.29 0.20 0.16
C 0.97 -0.32 -0.04
C 2.14 0.62 -0.13
H 5.17 0.01 2.17
H 5.83 1.65 2.01
H 4.09 1.42 2.26
H 4.50 -1.57 -0.94
H 3.18 -0.95 -1.96
H 2.46 -3.13 -1.08
H 2.89 -2.65 0.57
H 0.15 -3.59 -0.23
H -2.10 -2.65 0.13
H -2.66 0.98 0.51
H -5.15 0.47 1.83
H -6.11 -0.80 -0.61
H -7.11 -0.06 0.64
H -7.20 2.02 -0.48
H -6.81 1.07 -1.93
H -4.45 1.50 -1.69
H -5.10 3.05 -1.10
H -0.42 1.27 0.26
H 2.11 1.35 0.68
H 2.08 1.19 -1.07
*
```

Summary:
ΔE to the lowest compared entry with this formula, charge and spin   1.7474 eV
Structure (SMILES)   CS(=O)(=O)N1CCc2ccc(NC(=O)[C@@H]3CCCO3)cc2C1
HOMO   -0.31191 Eh

natural (NBO) population analysis, charges in e, atoms 1 to 5:
1 C -0.857
2 S 2.316
3 O -0.943
4 O -0.944
5 N -0.690

***

[3]
This record from the Open Molecules 2025 dataset describes a cluster of 2 separate species, C4H7IO in total in a non-equilibrium geometry. The level of theory is ωB97M-V with the def2-TZVPD basis set.

```
! RIJCOSX wB97M-V def2-TZVPD def2/J DEFGRID3
* xyz 0 3
C 0.36 0.24 0.88
C -0.64 -0.64 1.09
C 3.14 -0.68 -1.19
C -1.91 -0.30 0.36
O 3.74 0.29 -0.86
I 3.64 -1.48 -3.12
H 1.35 0.10 1.26
H 0.07 1.25 0.61
H -0.55 -1.62 1.36
H 2.30 -1.22 -0.73
H -1.75 -0.54 -0.78
H -2.08 0.72 0.42
H -2.86 -0.88 0.52
*
```

Summary:
ΔE to the lowest compared entry with this formula, charge and spin   0.6660 eV
Expectation value of S²   2.0055
HOMO (alpha / beta)   -0.21431 / -0.36292 Eh

natural (NBO) population analysis, charges in e, atoms 1 to 5:
1 C -0.312
2 C -0.162
3 C 0.299
4 C -0.667
5 O -0.473

***

[4]
This record from the Open Molecules 2025 dataset describes the molecule CH8N2Si in a non-equilibrium geometry. The level of theory is ωB97M-V with the def2-TZVPD basis set.

```
! RIJCOSX wB97M-V def2-TZVPD def2/J DEFGRID3
* xyz 0 1
C -0.44 1.43 0.55
N 0.37 0.44 1.31
N 1.13 -0.39 0.42
Si 0.21 -1.48 -0.78
H 0.03 2.03 -0.12
H -1.33 1.14 -0.02
H -0.85 2.14 1.14
H -0.20 -0.06 2.01
H 2.07 -0.22 0.61
H 0.08 -0.94 -2.11
H 1.31 -2.73 -0.69
H -1.24 -1.55 -0.20
*
```

Summary:
ΔE to the lowest compared entry with this formula, charge and spin   2.0804 eV
Structure (SMILES)   CNN[SiH3]
HOMO   -0.32096 Eh

natural (NBO) population analysis, charges in e, atoms 1 to 5:
1 C -0.439
2 N -0.474
3 N -0.871
4 Si 0.993
5 H 0.198

***

[5]
This record from the Open Molecules 2025 dataset describes a cluster of 2 separate species, H5NS2 in total in a non-equilibrium geometry. The level of theory is ωB97M-V with the def2-TZVPD basis set.

```
! RIJCOSX wB97M-V def2-TZVPD def2/J DEFGRID3
* xyz 1 2
N 1.73 -0.41 0.25
H 1.64 -0.54 -0.77
H 2.06 -1.34 0.57
H 0.71 -0.54 0.54
S -1.73 1.72 -0.24
S -1.54 -0.36 0.00
H -1.33 1.89 1.04
H -1.55 -0.42 -1.39
*
```

Summary:
ΔE to the lowest compared entry with this formula, charge and spin   0.6929 eV
Expectation value of S²   0.7553
HOMO (alpha / beta)   -0.54653 / -0.53504 Eh

natural (NBO) population analysis, charges in e, atoms 1 to 5:
1 N -0.972
2 H 0.353
3 H 0.374
4 H 0.305
5 S 0.287

***

[6]
This record from the Open Molecules 2025 dataset describes the ion C6H4N3O3 with charge +1 in a non-equilibrium geometry. The level of theory is ωB97M-V with the def2-TZVPD basis set.

```
! RIJCOSX wB97M-V def2-TZVPD def2/J DEFGRID3
* xyz 1 1
O -0.23 3.32 0.81
C 0.61 2.55 0.64
C 1.63 1.75 0.61
C 1.61 0.29 0.25
C 0.31 -0.30 0.13
N -0.72 0.46 -0.05
C -1.93 0.46 -0.24
N -2.97 0.93 -0.39
C -4.41 0.62 -0.47
O -4.82 -0.50 -0.40
N 1.83 0.67 -1.37
O 2.90 0.52 -1.84
H 2.59 2.12 0.78
H 2.56 -0.29 0.47
H 0.11 -1.42 0.09
H -4.88 1.48 -0.63
*
```

Summary:
Structure (SMILES)   O=C=C[C@@H](C=[N+]=C=NC=O)N=O
HOMO (alpha / beta)   -0.48356 / -0.48350 Eh

natural (NBO) population analysis, charges in e, atoms 1 to 5:
1 O -0.374
2 C 0.773
3 C -0.562
4 C -0.262
5 C 0.284

***

[7]
This record from the Open Molecules 2025 dataset describes the molecule C8H13N3S in a non-equilibrium geometry. The level of theory is ωB97M-V with the def2-TZVPD basis set.

```
! RIJCOSX wB97M-V def2-TZVPD def2/J DEFGRID3
* xyz 0 3
C -1.51 -0.15 -1.00
C -2.33 0.05 0.13
C 0.63 -1.15 0.80
C -0.32 2.12 -1.32
C -1.34 1.83 -2.40
C -0.64 0.69 -1.74
C 2.86 -1.74 0.20
C 2.33 -0.93 2.57
N -1.88 -0.04 1.35
N -3.70 0.21 -0.01
N 1.90 -1.30 1.19
S -0.41 -0.47 1.95
H 0.50 2.55 -1.83
H -0.78 2.49 -0.46
H -2.43 2.02 -2.16
H -1.35 2.03 -3.48
H 0.12 0.08 -2.37
H 2.55 -2.85 0.13
H 2.79 -1.29 -0.72
H 3.93 -1.59 0.60
H 2.01 0.14 2.79
H 1.92 -1.61 3.31
H 3.43 -0.77 2.60
H -4.18 -0.12 0.73
H -4.08 -0.19 -0.86
*
```

Summary:
Expectation value of S²   2.0348
HOMO (alpha / beta)   -0.25409 / -0.29195 Eh

natural (NBO) population analysis, charges in e, atoms 1 to 5:
1 C 0.175
2 C 0.255
3 C -0.191
4 C -0.406
5 C -0.414

***

[8]
This record from the Open Molecules 2025 dataset describes a structure of composition CH4BrN4 in a non-equilibrium geometry. The level of theory is ωB97M-V with the def2-TZVPD basis set.

```
! RIJCOSX wB97M-V def2-TZVPD def2/J DEFGRID3
* xyz 1 1
C 0.34 -0.03 0.26
N -0.43 1.56 1.77
N 0.25 0.85 1.08
N 0.99 -1.05 -0.18
N -1.70 -0.17 -0.12
Br -2.56 0.99 0.77
H 0.01 2.53 1.87
H 0.79 -1.92 0.31
H 0.84 -1.16 -1.19
H -1.57 0.01 -1.12
*
```

Summary:
ΔE to the lowest compared entry with this formula, charge and spin   3.5922 eV
HOMO   -0.53841 Eh

natural (NBO) population analysis, charges in e, atoms 1 to 5:
1 C 0.542
2 N -0.328
3 N -0.049
4 N -0.757
5 N -0.780

***

What did the second record say?
This record from the Open Molecules 2025 dataset describes the molecule C15H20N2O4S. The level of theory is ωB97M-V with the def2-TZVPD basis set.

```
! RIJCOSX wB97M-V def2-TZVPD def2/J DEFGRID3
* xyz 0 1
C 4.98 1.01 1.82
S 4.75 0.92 0.03
O 5.87 0.23 -0.54
O 4.43 2.23 -0.46
N 3.40 -0.08 -0.05
C 3.47 -1.23 -0.93
C 2.51 -2.28 -0.39
C 1.14 -1.70 -0.18
C 0.02 -2.52 -0.12
C -1.24 -2.00 0.09
C -1.41 -0.63 0.22
N -2.66 -0.03 0.43
C -3.88 -0.60 0.49
O -4.14 -1.78 0.37
C -4.98 0.44 0.75
C -6.27 0.11 -0.03
C -6.48 1.33 -0.93
C -5.09 1.98 -0.93
O -4.57 1.75 0.36
C -0.29 0.20 0.16
C 0.97 -0.32 -0.04
C 2.14 0.62 -0.13
H 5.17 0.01 2.17
H 5.83 1.65 2.01
H 4.09 1.42 2.26
H 4.50 -1.57 -0.94
H 3.18 -0.95 -1.96
H 2.46 -3.13 -1.08
H 2.89 -2.65 0.57
H 0.15 -3.59 -0.23
H -2.10 -2.65 0.13
H -2.66 0.98 0.51
H -5.15 0.47 1.83
H -6.11 -0.80 -0.61
H -7.11 -0.06 0.64
H -7.20 2.02 -0.48
H -6.81 1.07 -1.93
H -4.45 1.50 -1.69
H -5.10 3.05 -1.10
H -0.42 1.27 0.26
H 2.11 1.35 0.68
H 2.08 1.19 -1.07
*
```

Summary:
ΔE to the lowest compared entry with this formula, charge and spin   1.7474 eV
Structure (SMILES)   CS(=O)(=O)N1CCc2ccc(NC(=O)[C@@H]3CCCO3)cc2C1
HOMO   -0.31191 Eh

natural (NBO) population analysis, charges in e, atoms 1 to 5:
1 C -0.857
2 S 2.316
3 O -0.943
4 O -0.944
5 N -0.690

***

> Number 2 is which compound?

C15H20N2O4S